1.
17 unconnected molecules or ions with the total composition C34H67BrCl32N2O5P3S, computed with the ωB97M-V functional and the def2-TZVPD basis.

Calculated values
F_max ... 4.98 eV Å⁻¹
Frontier orbital gap ... 7.26 eV
Total charge ... +1
Highest occupied orbital energy ... -10.67 eV

Last column: Löwdin charge in e.
Atoms and positions in Å:
C -1.620 -2.664 -1.590  0.13
C -0.521 -2.169 -1.404  -0.16
C 0.801 -1.549 -1.140  -0.32
C 0.448 -0.031 -1.124  -0.15
O -0.507 0.150 -2.132  -0.14
C -1.078 1.453 -2.089  -0.28
O -1.737 1.671 -3.282  -0.09
C -2.797 0.753 -3.480  -0.18
C -2.563 -0.227 -4.610  -0.23
O -2.169 0.423 -5.798  -0.06
C 1.223 -2.177 0.216  -0.24
P -0.007 -2.569 1.470  1.13
C -0.803 -1.044 2.114  -0.37
C -2.138 -1.484 2.759  -0.15
C 0.629 -3.636 2.838  -0.38
C 0.024 -5.040 2.675  -0.15
N 2.509 -2.366 0.197  -0.14
N 3.222 -2.947 1.234  0.14
C 3.125 -1.936 -1.051  -0.49
C 4.379 -2.785 -1.465  -0.08
P 3.890 -0.231 -0.596  0.92
O 5.174 0.102 -1.542  -0.29
O 4.426 -0.305 0.949  -0.24
C 1.959 -1.935 -2.122  -0.42
C 2.377 -0.991 -3.265  -0.23
C 1.413 -0.858 -4.478  -0.67
C 2.018 -1.475 -5.754  -0.19
Br 1.240 1.072 -4.873  0.80
P 1.856 -3.720 -2.707  0.50
S 0.390 -4.116 -3.906  0.24
H -2.617 -3.021 -1.675  -0.03
H 0.067 0.292 -0.153  0.12
H 1.314 0.594 -1.340  0.08
H -0.335 2.221 -1.915  0.05
H -1.845 1.482 -1.302  0.08
H -3.672 1.332 -3.759  0.09
H -3.028 0.162 -2.594  0.13
H -1.902 -1.045 -4.323  0.10
H -3.534 -0.695 -4.807  0.12
H -1.418 -0.019 -6.190  0.06
H -0.228 -0.559 2.901  0.08
H -1.058 -0.322 1.349  0.05
H -1.972 -2.235 3.525  0.06
H -2.708 -1.975 1.974  0.05
H -2.713 -0.633 3.102  0.03
H 0.243 -3.197 3.758  0.08
H 1.705 -3.648 2.946  0.05
H 0.012 -5.574 3.616  0.01
H -1.001 -4.908 2.342  0.03
H 0.527 -5.588 1.883  0.07
H 4.204 -2.716 1.188  0.10
H 3.065 -3.947 1.249  0.12
H 4.194 -3.810 -1.142  0.07
H 5.282 -2.467 -0.954  0.08
H 4.497 -2.787 -2.538  0.06
H 5.037 -0.271 -2.425  0.02
H 3.734 0.100 1.487  0.03
H 3.307 -1.399 -3.668  0.10
H 2.610 0.010 -2.915  0.05
H 0.432 -1.247 -4.252  0.05
H 3.089 -1.289 -5.752  0.08
H 1.626 -0.901 -6.585  0.04
H 1.774 -2.531 -5.879  -0.07
H 1.697 -4.490 -1.530  0.01
H 3.055 -4.050 -3.364  0.01
C -0.737 -6.877 6.628  -1.01
Cl -0.051 -5.312 7.084  0.50
Cl 0.221 -7.661 5.365  0.52
H -0.763 -7.520 7.499  0.03
H -1.741 -6.717 6.252  0.03
C 0.847 5.009 -0.597  -1.01
Cl -0.808 4.487 -0.276  0.51
Cl 1.655 3.856 -1.669  0.54
H 0.839 5.993 -1.052  0.03
H 1.395 5.020 0.332  -0.08
C -4.978 -4.194 -0.142  -1.00
Cl -4.553 -4.502 -1.829  0.55
Cl -3.901 -5.058 0.964  0.51
H -4.903 -3.129 0.051  0.02
H -5.993 -4.534 0.027  0.03
C -3.811 2.846 2.096  -1.01
Cl -3.654 2.533 0.364  0.54
Cl -2.486 2.101 3.000  0.52
H -3.784 3.916 2.262  -0.04
H -4.751 2.434 2.444  0.03
C -3.341 3.845 6.635  -0.99
Cl -3.136 2.091 6.528  0.51
Cl -3.739 4.560 5.066  0.53
H -4.143 4.063 7.330  0.03
H -2.413 4.279 6.987  0.03
C -4.576 -1.237 8.057  -1.04
Cl -6.138 -1.969 8.445  0.49
Cl -3.723 -2.142 6.797  0.48
H -4.741 -0.225 7.706  -0.01
H -3.963 -1.227 8.951  -0.07
C 7.120 2.783 -0.811  -1.06
Cl 8.124 3.881 0.141  0.53
Cl 5.462 3.381 -0.978  0.52
H 7.554 2.662 -1.798  -0.10
H 7.088 1.819 -0.315  0.02
C 3.606 3.221 2.144  -1.01
Cl 3.253 4.917 1.802  0.58
Cl 2.219 2.372 2.850  0.51
H 3.869 2.736 1.210  -0.04
H 4.436 3.174 2.839  0.03
C 8.254 0.604 -4.033  -0.95
Cl 9.244 1.752 -3.123  0.55
Cl 6.584 1.179 -4.208  0.55
H 8.684 0.479 -5.019  0.03
H 8.243 -0.343 -3.506  0.03
C -5.165 3.033 -6.216  -1.01
Cl -5.619 3.397 -4.540  0.52
Cl -6.366 2.005 -7.004  0.51
H -5.091 3.968 -6.759  -0.06
H -4.210 2.517 -6.213  0.02
C -0.573 -2.583 9.961  -1.00
Cl -0.028 -1.942 8.405  0.48
Cl -2.173 -1.975 10.393  0.57
H -0.617 -3.664 9.893  0.01
H 0.133 -2.283 10.726  0.03
C -2.468 7.987 1.181  -1.00
Cl -0.840 7.376 1.499  0.51
Cl -3.669 6.689 1.157  0.51
H -2.732 8.692 1.960  0.03
H -2.472 8.477 0.214  0.03
C 2.048 -4.568 -8.620  -0.99
Cl 1.718 -3.066 -9.490  0.52
Cl 1.541 -4.462 -6.925  0.52
H 1.504 -5.375 -9.096  0.03
H 3.113 -4.763 -8.653  0.03
C -9.534 -2.343 10.562  -1.02
Cl -11.103 -3.052 10.955  0.51
Cl -8.693 -3.261 9.306  0.47
H -9.688 -1.331 10.207  0.03
H -8.920 -2.338 11.456  0.03
C -5.970 6.971 -5.893  -1.01
Cl -5.158 8.312 -5.080  0.51
Cl -5.043 6.394 -7.287  0.54
H -6.084 6.154 -5.191  -0.02
H -6.940 7.308 -6.239  0.03
C 9.708 5.774 -4.324  -1.01
Cl 11.263 4.987 -4.027  0.50
Cl 8.368 4.625 -4.227  0.49
H 9.559 6.544 -3.577  0.03
H 9.721 6.210 -5.315  0.03

Atoms 1-6, force components in eV/Å:
C 2.27 1.33 0.70
C -1.96 -1.27 -0.80
C -1.90 -0.70 -0.08
C 0.36 0.35 -0.29
O 0.37 0.22 0.12
C -1.02 -0.11 -0.24

---

2.
C3H9N3O4S in the gas phase, computed with the ωB97M-V functional and the def2-TZVPD basis.

Calculated values
F_max ... 6.32 eV Å⁻¹
Energy above the lowest of the compared OMol25 structures with the same formula, charge and spin ... 203.42 kJ/mol
Frontier orbital gap ... 9.25 eV
Highest occupied orbital energy ... -8.65 eV

Last column: natural (NBO) charge in e.
Atoms and positions in Å:
C 1.120 1.538 2.427  0.79
C -0.020 0.320 -0.962  -0.27
C -0.984 -0.751 -1.420  -0.09
N 2.393 1.208 2.127  -0.83
N 0.032 1.128 1.226  -0.53
N 0.514 0.229 0.395  -0.48
O -2.483 1.049 1.215  -0.99
O 0.705 2.156 3.382  -0.59
O -1.361 -0.799 2.218  -0.95
O -1.946 -1.020 -0.354  -0.75
S -1.432 0.842 2.165  1.68
H -0.494 1.203 -1.001  0.21
H 0.885 0.559 -1.562  0.20
H -1.308 -0.384 -2.471  0.20
H -0.583 -1.750 -1.376  0.19
H 2.450 1.171 1.133  0.41
H 2.983 1.871 2.629  0.41
H 0.608 -0.737 0.656  0.35
H -1.508 -1.183 1.252  0.52
H -2.797 -0.573 -0.479  0.51

Atoms 1-6, force components in eV/Å:
C -3.20 0.70 -1.03
C 2.77 -1.32 0.06
C 0.15 -0.01 0.08
N -0.44 0.63 0.69
N 1.71 2.27 5.64
N 0.65 -1.68 -2.58

---

3.
2 unconnected molecules or ions with the total composition C6H4IO2S, computed with the ωB97M-V functional and the def2-TZVPD basis.

Calculated values
F_max ... 2.79 eV Å⁻¹
Energy above the lowest of the compared OMol25 structures with the same formula, charge and spin ... 230.06 kJ/mol
Frontier orbital gap ... 6.68 eV
Total charge ... -1
Highest occupied orbital energy ... -3.76 eV

Last column: natural (NBO) charge in e.
Atoms and positions in Å:
C -2.768 0.982 -0.088  -0.27
C -1.756 0.397 -0.895  -0.28
C -2.330 1.351 1.194  -0.48
C -0.524 0.481 -0.287  -0.39
C 3.637 -0.799 0.037  0.66
C 2.791 -1.676 0.758  -0.19
O 2.337 -0.583 -0.149  -0.58
O 4.612 -0.218 -0.272  -0.61
S -0.661 1.103 1.305  0.49
I 2.801 -3.654 -0.416  -0.27
H -3.710 0.954 -0.557  0.21
H -1.760 -0.053 -1.878  0.22
H -2.969 1.610 2.015  0.23
H 0.302 0.106 -0.766  0.26

Atoms 1-6, force components in eV/Å:
C 0.99 -0.80 0.42
C 1.56 0.95 1.12
C -0.97 -0.69 -2.46
C -2.69 0.31 0.66
C -1.07 -0.30 0.58
C 0.01 -1.27 1.14

---

4.
A molecular structure, C31H49BFN12O4SeSiW, computed with the ωB97M-V functional and the def2-TZVPD basis.

Calculated values
F_max ... 1.95 eV Å⁻¹
2S+1 ... 4
Energy above the lowest of the compared OMol25 structures with the same formula, charge and spin ... 8.76 kJ/mol
Frontier orbital gap (spin up / spin down) ... 7.66 / 5.05 eV
Total charge ... +2
Highest occupied orbital energy (spin up / spin down) ... -13.31 / -13.31 eV

Last column: Löwdin spin population.
Atoms and positions in Å:
W 0.087 -0.126 -0.488  1.75
C 3.534 -2.162 -1.537  0.00
C 3.458 -0.754 -1.035  0.01
C 4.594 0.043 -1.059  0.00
C 4.201 1.290 -0.648  0.01
N 2.898 1.238 -0.361  0.00
N 2.405 -0.033 -0.563  0.00
B 1.880 2.357 -0.277  0.01
N 0.906 1.983 0.933  0.02
C 0.922 2.776 2.020  0.02
C -0.369 3.041 2.383  0.00
C -1.177 2.324 1.489  0.01
C -2.670 2.391 1.436  0.00
N -0.399 1.655 0.643  0.00
N 1.056 2.389 -1.595  0.01
C 1.269 3.218 -2.618  0.01
C 0.283 3.006 -3.557  0.00
C -0.523 1.994 -3.043  0.01
C -1.810 1.528 -3.653  0.00
N -0.022 1.597 -1.860  0.01
N 2.434 3.753 -0.056  0.00
C 1.649 4.867 0.030  0.00
C 2.473 5.951 0.087  0.00
C 3.787 5.421 0.024  0.00
C 5.085 6.166 0.039  0.00
N 3.751 4.105 -0.068  0.00
H 4.420 -2.228 -2.165  0.00
H 2.682 -2.453 -2.144  0.00
H 3.677 -2.871 -0.726  0.00
H 5.577 -0.266 -1.376  0.00
H 4.729 2.223 -0.547  0.00
H 1.855 3.143 2.423  0.00
H -0.712 3.675 3.188  0.00
H -3.021 3.038 2.237  0.00
H -3.155 1.424 1.574  0.00
H -2.997 2.833 0.491  0.00
H 2.089 3.922 -2.615  0.00
H 0.138 3.523 -4.493  0.00
H -2.085 2.228 -4.438  0.00
H -2.623 1.519 -2.922  0.00
H -1.698 0.550 -4.115  0.00
H 0.568 4.802 0.026  0.00
H 2.193 6.991 0.177  0.00
H 4.915 7.231 0.181  0.00
H 5.621 6.026 -0.900  0.00
H 5.732 5.801 0.837  0.00
N -2.564 -2.591 -2.730  0.00
C -3.956 -2.532 -2.165  0.00
C -4.328 -1.114 -1.711  0.00
C -3.779 -0.634 -0.360  0.00
N -2.420 0.012 -0.564  0.00
C -3.937 -1.740 0.706  0.00
C -3.488 -3.141 0.290  0.00
N -2.032 -3.182 0.195  0.01
C -4.130 -3.545 -1.029  0.00
H -1.875 -2.183 -2.073  0.00
H -2.450 -2.076 -3.606  0.00
H -2.261 -3.547 -2.914  0.00
H -4.639 -2.802 -2.965  0.00
H -5.417 -1.108 -1.644  0.00
H -4.065 -0.383 -2.485  0.00
H -4.425 0.180 -0.032  0.00
H -2.527 0.964 -0.248  0.00
H -2.277 0.083 -1.563  0.00
H -5.000 -1.791 0.954  0.00
H -3.400 -1.448 1.611  0.00
H -3.845 -3.849 1.045  0.00
H -1.718 -4.091 -0.131  0.00
H -1.660 -3.063 1.128  0.00
H -5.202 -3.660 -0.864  0.00
H -3.757 -4.531 -1.332  0.00
C -1.732 0.143 3.530  0.00
Si -0.182 -0.847 3.233  0.03
C 1.186 -0.067 4.248  0.01
C -0.751 -2.548 3.825  0.01
N 0.484 -1.119 1.544  0.38
C 1.275 -2.202 1.520  0.09
C 1.945 -2.814 2.632  0.11
C 2.500 -4.058 2.513  0.01
C 2.414 -4.781 1.308  0.21
C 1.842 -4.196 0.175  -0.01
C 1.371 -2.933 0.313  0.14
F 0.871 -2.296 -0.753  0.05
H -2.040 -0.175 4.534  0.00
H -2.566 -0.071 2.858  0.00
H -1.572 1.216 3.573  0.00
H 1.278 -0.583 5.210  0.00
H 0.939 0.976 4.462  0.00
H 2.159 -0.086 3.751  0.00
H -0.370 -2.733 4.837  0.00
H -0.434 -3.390 3.206  0.00
H -1.843 -2.571 3.891  0.00
H 2.019 -2.297 3.580  0.00
H 2.999 -4.497 3.366  0.00
H 2.818 -5.784 1.244  0.01
H 1.805 -4.682 -0.793  0.00
O 0.612 -3.000 -3.285  0.00
Se 0.336 -1.425 -3.468  0.01
O -0.576 -1.114 -4.756  0.01
O -0.764 -1.007 -2.105  0.04
O 1.523 -0.415 -3.066  0.03

Atoms 1-6, force components in eV/Å:
W -1.37 0.01 -0.90
C -0.14 0.07 -0.01
C -0.05 -0.13 -0.07
C 0.17 -0.02 0.00
C -0.04 0.07 0.02
N 0.10 -0.07 0.20

---

5.
A gas-phase ion, C6H8BrFN (charge +1), computed with the ωB97M-V functional and the def2-TZVPD basis.

Calculated values
F_max ... 3.69 eV Å⁻¹
Energy above the lowest of the compared OMol25 structures with the same formula, charge and spin ... 66.41 kJ/mol
SMILES ... [NH3+]/C=C/C=C\C=C(\F)Br
Frontier orbital gap ... 9.03 eV
Total charge ... +1
Highest occupied orbital energy ... -12.91 eV

Last column: natural (NBO) charge in e.
Atoms and positions in Å:
N 1.791 -1.559 -0.712  -0.70
C 0.976 -0.571 0.102  -0.10
C 0.930 0.707 -0.237  -0.16
C 0.063 1.797 0.325  -0.23
C -1.148 1.591 0.784  -0.14
C -1.761 0.290 0.986  -0.38
C -1.919 -0.556 0.028  0.33
F -2.279 -1.856 0.146  -0.31
Br -1.742 -0.048 -1.766  0.08
H 2.038 -1.163 -1.626  0.44
H 1.406 -2.473 -0.921  0.45
H 2.835 -1.735 -0.403  0.45
H 0.382 -0.988 0.950  0.26
H 1.502 1.165 -1.095  0.24
H 0.387 2.766 0.282  0.23
H -1.514 2.642 1.126  0.26
H -1.946 -0.009 2.031  0.27

Atoms 1-6, force components in eV/Å:
N 3.28 0.83 0.08
C -0.02 -0.65 0.70
C 0.49 1.70 -1.12
C 0.71 -3.61 -0.27
C -0.70 3.08 1.28
C -0.12 0.71 2.55

---

6.
A gas-phase ion, C5H5N2O2 (charge +1), computed with the ωB97M-V functional and the def2-TZVPD basis.

Calculated values
F_max ... 5.06 eV Å⁻¹
Energy above the lowest of the compared OMol25 structures with the same formula, charge and spin ... 474.03 kJ/mol
Frontier orbital gap ... 8.59 eV
Total charge ... +1
Highest occupied orbital energy ... -14.08 eV

Last column: natural (NBO) charge in e.
Atoms and positions in Å:
C -0.022 -0.217 -0.678  -0.10
C 0.876 -1.336 -0.415  -0.03
C 0.925 0.901 -0.051  0.64
C -2.057 -0.325 0.719  0.12
C -2.071 0.872 0.178  0.16
N 1.963 -1.081 0.155  -0.10
N 2.004 0.211 0.453  -0.43
O -1.449 -0.157 -0.623  -0.27
O 0.715 2.076 -0.074  -0.51
H 0.092 0.109 -1.665  0.26
H 0.648 -2.354 -0.526  0.23
H -2.418 -1.166 1.260  0.30
H -1.966 1.905 0.384  0.31
H 2.760 0.560 0.882  0.42

Atoms 1-6, force components in eV/Å:
C 3.21 2.08 -0.32
C -1.95 -2.77 0.23
C -0.74 0.42 1.28
C -1.66 3.77 -0.74
C -0.38 -2.85 4.17
N 0.71 -0.68 0.52